Entry 1:
Here is a molecular structure, C11H24N3OPRh from the Open Molecules 2025 dataset. Energies are from wB97M-V/def2-TZVPD.

Values from the calculation:
**Charge**: +2
**Multiplicity**: 6
**HOMO-LUMO gap (spin up / spin down)**: 6.82 / 6.37 eV
**LUMO level (spin up / spin down)**: -0.229 / -0.364 hartree

Last column: Mulliken spin population.
Element x y z (Å)
H -1.73954 1.73968 -2.28297  0.00
C -2.70829 0.41846 -0.88990  0.06
C -2.00047 1.76633 -1.21988  0.02
C 1.31023 -2.83723 -0.01666  0.01
H 2.19446 1.40344 0.30579  -0.02
H 1.19491 -3.92453 0.06700  0.01
H -0.67997 -3.01118 -1.45921  0.01
H 2.62678 0.01207 -0.48173  0.00
C -4.07199 0.07690 -1.07649  -0.01
H -0.42422 0.30099 1.33784  0.50
C -4.46007 -1.27040 -1.03181  0.04
H -0.26077 3.54660 1.60199  0.00
H -0.02663 4.33137 -1.01580  0.02
C 0.41527 3.32697 -1.06099  0.03
P -0.52179 2.02534 -0.18408  0.17
H -0.47264 -3.58341 1.86822  0.00
H 0.57840 3.02032 -2.10514  0.00
N 0.03432 -2.20806 0.35971  0.08
C -1.06434 -2.83490 -0.47005  -0.02
C -0.30508 -2.49762 1.77341  0.00
Rh 0.00979 -0.10679 -0.16294  2.87
H 2.10573 -2.59937 0.70681  0.00
N -1.91841 -0.56799 -0.50999  0.02
O -0.03888 -0.23959 -2.71396  1.01
H -3.78664 -3.37865 -0.91143  0.00
H 2.31768 -0.00501 1.16200  0.00
H -0.66891 -0.33583 -3.53836  -0.02
H -1.48953 2.28159 1.97945  -0.01
H -4.80458 0.83971 -1.15204  0.00
H -1.22195 -1.96252 2.05843  -0.02
H 1.55430 -2.66884 -1.08230  0.00
H -1.94379 3.68125 0.96031  0.01
H -5.49183 -1.54947 -1.08766  0.00
C -3.52115 -2.30113 -0.83981  0.00
H 0.54403 -2.25111 2.42934  0.01
H 1.40569 3.45178 -0.61775  0.01
H -1.48800 -3.73453 -0.02450  0.01
C -1.12685 2.98813 1.22621  0.02
H -2.73918 2.59152 -1.10614  0.01
N 2.03500 0.39206 0.26339  0.12
C -2.19199 -1.89481 -0.54646  0.05

---

Entry 2:
Here is 2 unconnected molecules or ions with the total composition C11H24N4O4S from the Open Molecules 2025 dataset. Energies are from wB97M-V/def2-TZVPD.

Values from the calculation:
**HOMO-LUMO gap**: 3.23 eV
**LUMO level**: -0.032 hartree

Last column: natural (NBO) charge in e.
Element x y z (Å)
N 2.22661 0.81160 0.09258  -0.17
C -0.06932 -0.15632 0.45280  0.09
H 0.76349 1.93335 -1.77646  0.23
H -3.75027 -0.10392 -1.59552  0.14
H 0.47410 -0.46239 3.83447  0.16
H 1.20411 -1.22758 -1.71010  0.22
H -4.67056 1.37242 -1.31057  0.20
N 2.60929 1.54870 2.13608  -0.47
O -5.65653 -0.61295 3.53128  -1.35
S 0.47801 0.87098 3.57794  0.12
N 4.26119 1.98349 0.57823  -0.79
H -0.20757 -0.16773 -0.63089  0.21
C 3.06991 1.44835 0.87975  0.57
O -3.07454 1.09528 -0.02082  -0.52
C 2.46150 0.57277 -1.33621  -0.04
O -1.11139 0.60344 0.99760  -0.52
C -2.36823 0.06731 0.61428  0.21
H -4.93989 -0.09412 1.14810  0.25
H -6.11888 -0.31487 2.74511  0.38
H -5.02973 -1.30609 -0.13851  0.15
C -4.13784 0.56458 -0.80176  -0.10
H 2.72902 -3.58944 0.06311  0.23
H 2.46326 -0.88094 -2.87118  0.23
C 3.24257 -1.87840 -1.16047  -0.40
H 3.41094 -2.25154 0.96948  0.22
H -2.91563 -0.26558 1.50931  0.22
H 3.34325 -2.68743 -1.88722  0.22
C 1.71314 1.61641 -2.21461  -0.63
H 1.67957 -2.23359 0.40053  0.19
H 3.52152 0.77110 -1.50204  0.21
C 1.42883 0.94869 2.08753  0.29
O -6.48604 0.14515 -0.14735  -0.70
H 1.60389 1.26089 -3.24016  0.24
C -5.13215 -0.22841 0.07380  -0.13
C 2.23358 -0.87373 -1.79856  -0.41
H 4.58069 2.72633 1.17970  0.44
H -6.69989 0.02782 -1.08187  0.45
H 4.81469 1.74275 -0.22472  0.41
H 4.19931 -1.36907 -1.01378  0.20
C 2.71003 -2.50047 0.16721  -0.63
H -0.09171 -1.14661 0.92653  0.20
H 2.36057 2.49930 -2.28116  0.22
H -2.28250 -0.77798 -0.09830  0.13
N 1.15960 0.51846 0.87680  -0.18

---

Entry 3:
Here is a molecular structure, C11H25AlBBeBr2Cl7FN2O6P from the Open Molecules 2025 dataset. Energies are from wB97M-V/def2-TZVPD.

Values from the calculation:
**HOMO-LUMO gap**: 2.23 eV
**LUMO level**: -0.144 hartree

Last column: natural (NBO) charge in e.
Element x y z (Å)
Cl 5.24409 -5.16482 -1.52004  2.57
Br 6.46909 -2.70160 5.17741  -0.17
H -3.41158 5.57824 0.02883  0.20
C 1.68340 -1.98804 1.38477  -0.82
H -4.60829 4.72931 -1.50654  0.16
N -5.24173 -3.50622 -0.84182  -0.93
Cl 9.48642 -0.40765 2.28318  0.11
H -0.70794 6.30788 -1.14525  0.18
H -0.52175 4.01035 -1.45884  0.36
H -8.08013 -4.05413 0.33376  0.27
C -2.10660 5.72110 -2.64674  -0.07
O 6.18178 -6.17458 -1.22576  -0.77
C -2.59641 6.26958 -0.18050  -0.61
Al 5.75843 -2.50014 0.17322  0.91
H 2.35984 -1.57647 2.14087  0.25
Cl -4.68185 -2.37860 1.84882  -0.83
H -4.63145 6.06613 -2.69688  0.16
O 5.60488 -4.36332 -2.63298  -0.79
F -2.70762 -0.49035 -0.31395  -0.35
H -3.02437 7.21080 -0.53093  0.20
C -1.44878 -2.39171 -0.18841  -0.51
O 5.27886 -4.19502 -0.29809  -1.15
O 3.91115 -5.62748 -1.57269  -0.78
H -5.03952 4.40432 -3.18907  0.20
C -6.12487 -3.49074 -0.10521  0.76
C 2.45314 -2.90064 0.40251  -0.57
C -2.00271 -1.25161 0.59935  -0.08
B 0.96948 -0.77830 0.67502  0.69
O 1.45791 -0.17434 -0.44460  -0.88
Cl 8.63634 -2.58439 4.08105  0.40
H 0.96129 -2.60481 1.92213  0.24
H 3.53582 -2.76340 0.47101  0.14
O -3.06745 4.71627 -2.90338  -0.53
Cl 6.73399 -0.62050 2.99936  0.09
P -0.69750 -0.14066 1.44136  0.47
C -7.26927 -3.45442 0.75466  -0.77
H -2.44906 -2.87607 -0.47413  -0.03
H -1.25865 5.48709 -3.29526  0.19
H 2.41245 -0.05175 -0.45920  0.50
H 2.23197 -3.95366 0.55615  0.23
H -2.08664 6.46108 0.76353  0.21
C 8.36673 -0.82380 3.53928  -0.28
H -0.93898 -2.10262 -1.10388  0.25
H -2.48386 6.70625 -2.95537  0.16
H -7.59362 -2.42095 0.86909  0.31
C -4.40185 5.00687 -2.54320  -0.25
H 2.19435 -2.67050 -0.63221  0.21
Cl -1.07707 1.61834 0.54967  -0.20
H -2.69039 -1.69418 1.32298  0.26
C -1.61411 5.69506 -1.19567  -0.08
Be -3.84286 -3.27412 -1.36452  1.36
Br -2.61771 2.55883 -4.38547  -0.57
H 8.58226 -0.23712 4.42492  0.26
H -0.88246 -3.13051 0.37302  0.25
N -1.25710 4.32559 -0.83262  -0.84
Cl 10.94446 -2.16158 4.71534  -0.39
H -6.97706 -3.83784 1.72981  0.33
H -2.04659 3.72792 -1.06466  0.37

---

Entry 4:
Here is a molecular structure, C11H25AlBrO8S from the Open Molecules 2025 dataset. Energies are from wB97M-V/def2-TZVPD.

Values from the calculation:
**Charge**: -1
**HOMO-LUMO gap**: 7.56 eV
**LUMO level**: 0.086 hartree

Last column: natural (NBO) charge in e.
Element x y z (Å)
H -1.20796 2.66559 -0.26596  0.21
H -2.73039 -3.50038 0.35962  0.22
Br -0.08820 -6.92489 0.66635  -0.07
C 4.38064 -1.59070 -0.51733  -0.07
H 1.05147 -4.72818 -0.23605  0.23
H 0.06294 2.27187 0.88838  0.22
C -1.46175 3.58606 1.67890  -0.08
O 0.41145 -1.39117 -1.68701  -0.99
H -2.02553 -5.56367 -0.82616  0.20
H -1.54631 1.52205 1.04071  0.26
H -3.52997 -0.58364 -1.18472  0.16
H -1.33435 3.29292 2.72665  0.19
C -2.58934 -0.23147 -0.54177  -0.70
O -0.67078 4.74748 1.47291  -0.72
H -4.24015 1.22661 -0.06808  0.44
C 1.66206 -1.82429 -0.97973  0.08
H 4.28619 -2.63356 0.01840  0.17
O 4.56604 -0.58013 0.53773  -0.74
H 1.79310 -2.42641 1.24000  0.15
Al -1.07096 -1.62539 -0.49886  1.92
S -0.93593 5.64761 0.14098  2.35
H -0.44656 7.51693 1.50751  0.25
C 3.10431 -1.26231 -1.53566  -0.45
O -3.86246 1.09412 0.85318  -0.46
C -1.58141 -3.52340 0.08790  -1.05
C -1.01362 2.44299 0.78712  -0.65
H 4.13570 -0.99267 1.36160  0.47
H -2.52365 3.80920 1.53276  0.19
C -1.21277 -4.70738 -0.98971  -0.43
H 5.40051 -1.61000 -1.13698  0.17
H 0.61889 -5.87843 -1.70299  0.22
H 1.70751 -2.96094 -1.33068  0.13
H 1.97621 -0.55454 0.86037  0.17
H -1.00107 -3.79107 1.08920  0.23
O -3.02143 0.08553 0.85809  -0.28
H 0.02540 7.76937 -0.20020  0.25
O -2.33237 6.02591 0.09729  -0.93
C 1.34058 -1.53665 0.62637  -0.14
C 0.24676 -5.45513 -0.67708  -0.43
O -0.02555 -1.04541 1.00517  -0.95
H 3.34019 -1.87681 -2.53078  0.20
H -1.27663 -4.37012 -2.11075  0.20
O -0.27330 5.02073 -0.98386  -0.92
C 0.01839 7.06181 0.63169  -0.88
H -2.22454 0.77531 -1.04989  0.19
H 1.03754 6.74056 0.85343  0.25
H 3.06114 -0.13393 -1.86804  0.23

---

Entry 5:
Here is 2 unconnected molecules or ions with the total composition C11H25N2 from the Open Molecules 2025 dataset. Energies are from wB97M-V/def2-TZVPD.

Values from the calculation:
**Charge**: +1
**HOMO-LUMO gap (spin up / spin down)**: 7.48 / 8.01 eV
**LUMO level (spin up / spin down)**: -0.116 / -0.106 hartree

Last column: natural (NBO) charge in e.
Element x y z (Å)
C -2.49969 -0.25552 -1.27697  -0.68
H -1.94314 -2.32801 0.23581  0.22
C -2.26669 -1.57298 0.91915  -0.67
C 0.87649 2.58081 0.69252  -0.22
H -2.02386 0.49230 -1.91698  0.18
N 0.38552 1.23604 1.09690  -0.70
H -3.55838 -0.14930 -1.28156  0.25
H -3.48437 1.15116 0.95995  0.25
C 1.21903 -1.85270 -1.14329  -0.62
C 2.92727 -0.24021 -0.34757  -0.62
H -1.85391 0.86205 1.91744  0.24
H 1.99106 2.56755 0.69105  0.19
H 0.47687 0.94182 2.06586  0.41
C 0.44981 2.52845 -0.80164  -0.26
H -2.32457 -1.24872 -1.67791  0.24
N 0.36112 1.08928 -1.08078  -0.61
H -1.90887 1.81801 0.36899  0.21
H 1.02608 -1.32094 -2.18073  0.20
C -2.28998 0.95534 0.89374  -0.70
C -2.14756 -0.24353 0.19008  0.24
H 2.80087 0.15364 -1.30742  0.18
H 1.90986 -2.68732 -1.00946  0.24
H 3.21618 0.53443 0.46260  0.22
H 0.57035 -2.13453 1.79475  0.23
H 1.09328 3.08919 -1.46411  0.24
H -0.56443 3.08246 -0.83746  0.23
H -3.33163 -1.70326 1.04431  0.23
C 1.53518 -0.83538 0.02104  -0.12
H 3.73398 -1.07219 -0.39446  0.26
C 1.54006 -1.58177 1.34233  -0.63
H 1.68625 -0.79549 2.10777  0.21
H 1.23487 0.93229 -1.56300  0.45
H 0.54298 3.38728 1.33872  0.24
C 0.37923 0.22422 0.16222  0.31
H -0.53967 0.87217 -1.48728  0.46
H 2.26250 -2.49172 1.25776  0.24
H -1.74296 -1.74360 1.94077  0.24
H 0.32704 -2.30739 -0.86251  0.21

---

no.,E (eV)
1,-30588.557
2,-36774.826
3,-274484.907
4,-115663.043
5,-14781.608